{"formula": "C18H16ClNiO7P3", "method": "the ωB97M-V functional and the def2-TZVPD basis", "energy_ha": -4215.0771, "s_squared": 2.01, "spin_multiplicity": 3, "gap_ev": [9.021, 8.811], "symbols": ["P", "C", "C", "O", "H", "H", "H", "C", "H", "C", "C", "C", "C", "Ni", "C", "H", "H", "O", "C", "H", "C", "C", "H", "O", "O", "H", "C", "H", "H", "C", "P", "H", "O", "H", "O", "H", "C", "Cl", "C", "O", "H", "C", "C", "C", "H", "P"], "xyz": [[-2.2842, 1.0559, 0.4244], [0.8551, 0.4398, -3.7711], [0.7339, 3.1383, -3.1103], [-1.2634, 1.2703, 3.2840], [-1.7354, 1.8539, 2.6472], [-4.3342, 0.5768, 0.1659], [3.7563, -4.2633, -3.3750], [1.6585, -4.4876, -3.0193], [1.4997, 2.5382, -1.1911], [4.0689, -0.1273, 0.3394], [3.5329, 0.1364, -0.9179], [5.4003, 0.1533, 0.5910], [0.3817, 1.3602, -4.6887], [-0.0446, -0.3185, 0.1267], [1.7785, -1.9073, -1.9603], [0.0506, 1.0209, -5.6584], [-0.4408, -4.4112, -2.5546], [-1.1532, 1.1670, -0.5816], [6.1940, 0.7032, -0.4033], [-0.0913, 3.4076, -5.0700], [0.5776, -2.6274, -1.9749], [1.2065, 2.2277, -2.1862], [0.8845, -0.6103, -4.0232], [-1.9252, -0.2565, 1.3455], [-3.5473, 0.4744, -0.3664], [1.6162, -5.4950, -3.4031], [2.8592, -3.7970, -2.9978], [3.9023, 0.9304, -2.8774], [6.2680, 1.4367, -2.4125], [5.6538, 0.9878, -1.6473], [-0.8604, -0.1033, 2.6353], [3.4296, -0.5358, 1.1112], [0.5037, 0.0276, 1.9245], [0.6738, 4.1862, -2.8586], [-1.0069, -1.2664, 3.5084], [5.8199, -0.0445, 1.5660], [4.3255, 0.7076, -1.9098], [-0.8400, -1.9325, -1.2432], [2.9160, -2.5103, -2.4899], [-2.6213, 2.2200, 1.2648], [3.8484, -1.9656, -2.4936], [0.3130, 2.7026, -4.3588], [1.2721, 0.8742, -2.5193], [0.5065, -3.8961, -2.5267], [7.2319, 0.9230, -0.2047], [1.7786, -0.2474, -1.1834]], "atomic_forces_ev_per_a": [[-1.05, 0.50, -0.79], [0.12, -0.01, 0.24], [0.02, 0.07, -0.01], [0.18, -0.34, 0.11], [-0.19, 0.33, -0.05], [-0.50, 0.04, 0.20], [0.07, -0.03, -0.05], [0.02, 0.14, 0.03], [-0.02, 0.14, 0.00], [-0.12, -0.03, -0.05], [-0.31, 0.03, 0.34], [0.12, -0.03, 0.08], [-0.10, 0.04, -0.12], [0.45, 0.52, 0.86], [-0.31, 0.09, 0.19], [-0.04, -0.01, -0.10], [-0.07, -0.12, 0.06], [0.07, -0.52, 0.21], [-0.06, 0.00, 0.06], [0.03, 0.08, -0.05], [1.03, -0.16, -0.24], [0.01, -0.24, -0.04], [0.03, -0.08, -0.05], [0.60, 0.37, -0.22], [0.56, 0.10, -0.21], [-0.03, -0.06, -0.08], [0.02, -0.05, -0.04], [-0.05, 0.07, -0.11], [0.06, 0.03, -0.09], [0.06, 0.00, -0.06], [0.31, -0.60, 1.76], [0.01, 0.00, 0.12], [-0.20, 0.19, -0.58], [-0.02, 0.07, 0.06], [-0.19, 0.12, -0.06], [0.00, -0.03, 0.08], [-0.13, -0.10, 0.01], [-0.76, -0.73, -0.68], [-0.19, 0.06, 0.03], [-0.05, 0.01, 0.14], [0.09, 0.02, 0.05], [-0.01, -0.03, -0.02], [0.00, -0.03, 0.09], [-0.29, 0.18, 0.17], [0.09, 0.03, 0.03], [0.75, -0.01, -1.20]], "lowdin_spin": [0.01, 0.00, 0.00, 0.00, 0.00, 0.00, 0.00, 0.00, 0.00, 0.00, 0.01, 0.00, 0.00, 1.64, 0.01, 0.00, 0.00, 0.05, 0.00, 0.00, 0.01, 0.00, 0.00, 0.05, 0.00, 0.00, 0.00, 0.00, 0.00, 0.00, 0.01, 0.00, 0.09, 0.00, 0.01, 0.00, 0.00, 0.04, 0.00, 0.00, 0.00, 0.00, 0.00, 0.00, 0.00, 0.05]}

{"formula": "C18H16CoN4S2", "method": "the ωB97M-V functional and the def2-TZVPD basis", "charge": 3, "e_above_lowest_kcal_mol": 5.9, "energy_ha": -3092.7305, "gap_ev": [6.417, 6.431], "symbols": ["C", "S", "C", "C", "C", "H", "H", "S", "H", "C", "C", "C", "H", "H", "H", "H", "N", "C", "N", "H", "C", "Co", "C", "C", "C", "H", "N", "H", "C", "C", "H", "H", "C", "H", "H", "H", "C", "N", "C", "H", "C"], "xyz": [[0.4188, 2.7129, -1.5285], [0.7827, 0.1667, 1.4031], [-1.4870, -2.3243, -0.1267], [-4.2385, 0.0075, 1.1242], [-2.3530, -1.1952, 0.3021], [5.4215, -0.9309, -0.1443], [-5.2103, 0.0148, 1.6012], [3.1386, -0.2402, -0.4451], [3.0793, 0.4466, 3.0070], [-0.9351, -4.5854, -0.6377], [-3.6041, -1.2116, 0.8856], [0.0862, 4.0503, -1.6726], [0.7521, 4.7139, -2.2061], [1.4308, -2.4094, -1.6763], [-2.8852, 3.9521, -0.0470], [1.3456, 2.3146, -1.9243], [-1.8052, -0.0072, -0.0027], [-1.9485, 3.6124, -0.4671], [3.3519, 0.2466, 2.0503], [5.2908, 0.8307, -0.3041], [-1.0993, 4.5062, -1.1233], [-0.1020, -0.0052, -0.5901], [4.7761, 0.0672, 1.6962], [-1.8125, -3.6574, -0.0727], [2.4789, 0.0806, 1.1012], [-4.1704, 2.1531, 0.9065], [-0.3181, -1.9036, -0.6955], [-4.0849, -2.1442, 1.1456], [0.5192, -2.7941, -1.2360], [-2.4004, 1.1850, 0.1701], [5.1429, -0.8290, 2.1947], [5.3357, 0.9270, 2.0593], [-1.5771, 2.2927, -0.3807], [-1.1769, -5.6402, -0.6134], [0.9183, -4.8419, -1.7062], [-1.3760, 5.5492, -1.2081], [0.2323, -4.1495, -1.2390], [-0.3925, 1.8566, -0.9016], [-3.6528, 1.2170, 0.7503], [-2.7356, -3.9835, 0.3867], [4.8638, -0.0513, 0.1650]], "atomic_forces_ev_per_a": [[-0.02, 0.03, 0.03], [-0.06, -0.02, 0.11], [0.00, 0.18, -0.06], [0.06, 0.00, 0.00], [0.13, -0.15, -0.04], [-0.01, 0.00, -0.02], [-0.02, 0.00, -0.03], [-0.02, -0.06, 0.01], [0.02, -0.01, 0.01], [0.00, -0.01, 0.01], [-0.04, 0.01, -0.02], [-0.01, 0.00, -0.02], [0.01, 0.00, 0.01], [-0.02, -0.02, 0.01], [-0.01, 0.00, -0.02], [0.00, 0.01, 0.02], [0.06, 0.02, 0.25], [-0.02, -0.02, 0.02], [0.13, -0.01, -0.20], [-0.03, 0.02, 0.01], [0.00, 0.00, 0.01], [0.37, -0.02, -1.26], [-0.05, -0.01, 0.11], [-0.02, 0.02, 0.02], [-0.33, 0.03, 0.19], [-0.01, -0.01, 0.01], [-0.12, -0.11, 0.53], [-0.01, 0.01, 0.01], [-0.03, -0.04, 0.03], [0.12, 0.15, -0.06], [0.00, -0.01, -0.02], [0.02, -0.01, -0.01], [0.01, -0.17, -0.04], [0.00, 0.00, 0.00], [0.01, 0.00, 0.01], [0.00, 0.00, 0.00], [-0.02, 0.00, -0.02], [-0.15, 0.15, 0.50], [-0.03, -0.02, -0.02], [-0.01, 0.00, -0.03], [0.09, 0.07, -0.05]], "mulliken_charge": [0.25, -0.03, 0.80, -0.84, 0.29, 0.39, 0.48, -0.13, 0.28, -0.41, -0.49, -0.83, 0.44, 0.46, 0.48, 0.49, 0.29, -0.64, -0.15, 0.35, -0.43, -1.07, -0.61, -0.64, 0.60, 0.46, 0.27, 0.46, 0.32, 0.33, 0.33, 0.34, 0.79, 0.48, 0.44, 0.48, -0.89, 0.27, -0.46, 0.47, -0.42]}